Entry 1:
Here is one molecule with the formula C19H17F3N2OS at a distorted geometry from the Open Molecules 2025 dataset. Energies are from the ωB97M-V functional and the def2-TZVPD basis.

Energy above the lowest of the compared OMol25 structures with the same formula, charge and spin: 359.4 kJ/mol
HOMO: -0.3144 hartree
SMILES: CC(C)[C@@H]1N=C(c2ccccc2)c2cc(OC(F)(F)F)ccc2NC1=S
Total charge: 0

Last column: natural (NBO) charge in e.
Positions of all 43 atoms, in Å:
H (-1.47, -1.66, 4.33)  0.2064
C (1.27, 1.06, -1.48)  -0.1764
H (0.92, -1.65, 0.91)  0.2288
H (-1.25, -2.65, -1.71)  0.4137
H (1.11, -4.07, 2.00)  0.1834
C (4.22, 1.26, -3.27)  1.1738
H (-2.68, 5.52, 0.90)  0.2179
H (0.65, -2.18, -3.32)  0.2177
F (4.55, 0.04, -3.84)  -0.3120
C (-2.41, 3.87, -0.59)  -0.2266
H (-2.74, 4.37, -1.49)  0.2190
H (-1.74, 2.22, -1.67)  0.2069
O (2.83, 1.57, -3.19)  -0.4903
C (-0.18, -1.67, 1.21)  -0.1683
S (-2.20, -3.46, 0.30)  -0.0866
C (-1.03, -2.32, 0.12)  0.1351
C (-0.05, -1.01, -1.62)  0.2325
C (0.23, -3.81, 2.74)  -0.6037
C (0.20, 0.21, -0.97)  -0.1401
C (-1.12, 2.01, 0.31)  -0.0957
C (-2.40, 4.54, 0.63)  -0.1891
H (0.55, -1.77, 3.37)  0.2188
F (5.05, 2.07, -4.10)  -0.3375
H (2.17, -0.56, -4.35)  0.2429
C (1.66, -0.43, -3.33)  -0.2096
C (0.74, -1.30, -2.78)  -0.2464
C (-0.56, 0.56, 0.29)  0.2918
H (-0.88, 1.99, 2.37)  0.2291
C (-0.13, -2.36, 2.67)  -0.2151
H (-0.63, -4.42, 2.48)  0.2253
H (-2.11, -1.99, 2.56)  0.2330
C (1.95, 0.70, -2.67)  0.2357
H (0.58, -4.12, 3.67)  0.2152
H (1.57, 1.95, -1.14)  0.2271
C (-1.77, 3.95, 1.77)  -0.2113
F (4.93, 1.58, -2.10)  -0.3206
C (-1.48, -2.34, 3.41)  -0.6193
C (-1.24, 2.64, 1.58)  -0.1655
H (-1.77, -3.32, 3.85)  0.2100
N (-0.69, -0.26, 1.35)  -0.3922
H (-1.82, 4.42, 2.75)  0.2217
N (-1.10, -1.87, -1.16)  -0.6069
C (-1.73, 2.68, -0.76)  -0.1726


Entry 2:
Here is a 13-piece molecular cluster, C57H70N6O37 overall at a distorted geometry from the Open Molecules 2025 dataset. Energies are from the ωB97M-V functional and the def2-TZVPD basis.

2S+1: 2
HOMO (alpha / beta): -0.1098 / -0.1897 hartree
Total charge: -1

Last column: Mulliken spin population.
Positions of all 170 atoms, in Å:
H (0.05, 3.76, 0.39)  -0.0067
C (2.76, 4.89, -2.07)  -0.0311
H (-0.90, -3.31, 7.62)  0.0000
H (-1.54, 4.46, -7.02)  0.0001
N (-2.81, 3.56, 1.42)  -0.0007
H (-2.35, -2.95, 2.16)  -0.0004
H (2.94, 4.56, -3.08)  -0.0007
C (0.33, 1.97, -5.31)  0.0016
H (-6.93, -2.14, 2.09)  0.0000
C (2.26, 6.01, 0.41)  0.0221
C (-7.00, 0.99, -3.35)  0.0001
C (-2.37, -2.72, -3.81)  -0.0001
H (-1.47, 2.30, -9.58)  0.0000
O (0.94, -5.63, -2.27)  0.0000
H (-1.57, 0.41, -2.78)  0.0010
H (8.47, -3.14, 4.04)  0.0000
O (-1.10, -4.52, 0.46)  0.0000
C (7.97, 4.43, -0.82)  0.0037
H (-6.98, -0.92, 6.28)  0.0000
H (3.60, 4.72, 4.95)  0.0000
C (0.50, -3.01, 6.36)  -0.0001
O (-1.00, -4.67, -4.29)  0.0000
H (-1.70, -1.94, -4.14)  0.0001
H (4.77, 7.26, -2.16)  -0.0059
C (5.63, -1.57, 2.29)  -0.0001
N (-4.87, 2.03, -3.76)  0.0000
C (3.43, 5.97, -1.70)  0.1406
C (-0.27, 3.34, -5.44)  -0.0017
O (5.21, 2.69, -2.37)  0.0036
C (1.45, 5.04, -0.09)  0.0835
H (-0.66, -5.30, 0.10)  0.0000
C (0.04, 1.58, -7.77)  0.0001
O (6.87, 4.89, -2.83)  -0.0013
H (7.12, -1.60, 3.89)  0.0000
C (5.94, 3.23, -1.50)  0.0042
C (7.07, -1.46, 2.81)  0.0004
C (5.96, 2.68, -0.11)  0.0162
H (-4.64, 1.24, -3.19)  0.0000
O (-2.69, -0.50, 2.99)  0.0001
O (0.54, 0.87, -8.71)  0.0001
O (-4.02, -3.82, 4.13)  0.0000
O (3.77, -2.63, 4.76)  0.0000
O (9.09, 4.10, 1.19)  0.0052
C (-4.32, -4.45, -3.04)  0.0001
N (3.82, 3.96, 3.01)  -0.0007
H (-4.00, 2.30, 0.20)  0.0002
C (-0.92, 3.61, -6.79)  0.0002
H (0.14, 0.57, 0.59)  -0.0002
C (-3.59, -6.00, 3.28)  0.0000
C (-3.41, -4.50, 3.34)  0.0003
O (-6.02, -0.88, 6.29)  0.0000
O (7.89, -2.39, 2.15)  0.0000
H (8.62, 5.26, -1.04)  0.0003
H (-6.05, -0.90, -0.88)  0.0000
H (5.26, 1.96, 0.29)  -0.0103
C (1.63, 4.34, -1.36)  0.1753
O (-1.43, 3.06, -8.99)  0.0000
C (1.51, -2.02, 3.99)  0.0004
H (0.75, 2.28, -3.40)  0.0018
C (0.18, -1.85, 4.30)  -0.0003
O (1.51, 0.16, -0.90)  0.0030
O (2.02, -1.46, 2.86)  0.0007
O (3.00, -4.83, -2.44)  0.0000
C (3.39, 6.62, -0.35)  0.1560
H (-1.35, -2.36, -0.05)  -0.0001
O (-1.78, 3.03, 1.35)  0.0020
C (-1.87, -6.38, 1.61)  0.0001
C (-1.68, 0.39, -1.70)  0.0007
H (2.12, 4.31, 4.08)  0.0001
C (-6.28, 2.38, -3.40)  -0.0001
O (-6.27, 0.04, -2.56)  -0.0001
H (0.35, -3.38, -1.52)  -0.0001
H (9.71, -3.09, 2.97)  0.0000
O (-0.28, 4.12, -4.50)  0.0000
C (-3.04, -5.06, -3.19)  -0.0001
H (-7.93, 3.52, -4.10)  0.0000
C (-4.97, -1.27, 2.35)  -0.0002
H (2.18, 6.37, 1.42)  -0.0024
H (4.95, -0.44, 3.88)  0.0000
C (8.64, -3.33, 2.98)  0.0000
H (-2.74, 0.54, -1.50)  -0.0008
C (1.34, -3.36, -1.97)  0.0001
H (-1.24, 1.36, -1.47)  0.0026
O (-4.42, -6.52, 4.24)  0.0000
C (-4.36, -0.61, 4.67)  0.0000
H (-6.53, 4.42, -4.24)  0.0000
C (2.57, -2.53, 4.97)  -0.0002
O (-4.62, -1.45, 1.04)  -0.0001
H (5.86, -2.64, 0.41)  0.0000
C (-6.87, 3.39, -4.32)  0.0000
C (-0.48, -2.27, 5.53)  -0.0001
H (2.42, -3.66, 6.80)  0.0000
H (0.86, 0.25, -6.04)  0.0001
H (5.13, -2.43, 2.73)  0.0000
O (0.88, 3.43, -1.73)  0.1876
H (8.42, -4.38, 2.77)  0.0000
H (-0.37, -1.25, 3.59)  0.0000
C (-0.89, 2.74, -7.81)  0.0001
O (-2.87, 4.71, 1.69)  0.0001
H (-4.76, -5.74, 4.71)  0.0000
C (-4.63, -3.15, -3.16)  0.0000
H (-2.99, -7.95, 2.56)  0.0000
H (-6.94, 0.60, -4.37)  0.0001
N (-1.75, -1.44, 0.05)  0.0002
H (-0.95, -5.58, -3.99)  0.0000
C (-2.86, -6.88, 2.55)  0.0000
H (-4.95, 3.27, 1.13)  0.0000
C (-6.24, -1.62, 2.75)  0.0001
C (-6.69, -1.50, 4.10)  0.0000
H (-5.92, -1.76, -2.77)  0.0001
C (0.39, -0.24, -0.10)  0.0081
H (4.55, -1.49, 0.36)  0.0001
C (0.43, 1.18, -6.38)  0.0000
C (2.53, 0.79, -0.12)  0.0017
C (-4.03, 2.69, 1.22)  -0.0001
H (-3.81, -0.21, 5.50)  0.0000
O (-2.86, -6.29, -2.88)  0.0000
H (-5.05, -5.20, -2.79)  0.0000
O (-1.63, -1.94, 5.83)  -0.0001
H (3.24, 2.96, 4.62)  0.0001
O (-7.81, -1.76, 4.49)  0.0000
C (6.97, 2.91, 0.73)  -0.0045
H (-6.24, 2.70, -2.36)  0.0000
C (-2.51, -4.01, 2.30)  -0.0003
H (7.29, -0.42, 2.60)  -0.0004
H (-8.05, 1.11, -3.11)  0.0001
H (-4.91, 1.74, -4.73)  0.0000
H (-4.00, 1.94, 2.02)  -0.0001
H (2.05, 1.64, 0.34)  0.0087
H (-0.47, -1.33, -1.61)  0.0003
O (0.04, -3.52, 7.55)  0.0000
H (3.34, 1.02, -0.82)  -0.0029
O (-3.81, -0.86, -3.43)  0.0000
H (-6.76, 3.10, -5.37)  0.0000
H (-3.70, -1.25, 0.84)  0.0001
H (2.17, -2.88, -1.45)  0.0000
H (-7.22, 0.41, -0.89)  0.0000
O (-5.91, -2.70, -2.98)  0.0000
H (5.02, 0.34, 2.51)  0.0000
C (3.14, 3.99, 4.28)  0.0002
O (3.26, 3.42, 2.09)  0.0017
N (1.80, -4.75, -2.28)  0.0000
C (-6.18, 0.16, -1.12)  -0.0001
O (6.97, 2.39, 2.04)  0.0002
C (-0.89, -0.66, -0.86)  -0.0059
C (8.10, 3.80, 0.47)  -0.0012
H (2.98, 0.12, 0.61)  -0.0070
H (6.04, 4.69, -3.27)  -0.0005
O (4.40, 6.46, -2.54)  0.0138
C (1.81, -3.12, 6.09)  0.0000
C (5.54, -1.67, 0.78)  0.0000
H (1.26, -2.93, -2.97)  0.0000
O (4.93, 4.49, 2.92)  0.0017
C (-3.59, -2.06, -3.39)  0.0000
C (-5.58, -1.03, 4.99)  -0.0001
H (7.79, 2.54, 2.52)  -0.0001
O (4.17, 7.55, -0.01)  0.2074
C (-1.91, -4.91, 1.47)  0.0001
O (0.78, 1.58, -4.05)  0.0012
O (-1.12, -7.13, 1.00)  0.0000
C (-3.84, -0.75, 3.30)  0.0002
H (6.14, -0.81, 0.45)  0.0001
H (-1.42, -1.20, 0.97)  0.0004
C (6.95, 4.26, -1.65)  0.0014
H (-5.31, 0.73, -0.80)  0.0000
H (0.79, -1.07, 0.47)  -0.0004
O (0.40, 4.61, 0.68)  0.0254
N (4.78, -0.57, 2.89)  0.0001
H (2.95, -1.34, 3.04)  0.0002
C (-2.15, -4.08, -3.83)  0.0000